Record 1
DFT (wB97M-V/def2-TZVPD) results for an isolated ion of composition C7H14N and charge +1 in a non-equilibrium geometry.

Structure (XYZ):
```
22
Properties=species:S:1:pos:R:3
C 0.85 0.25 1.56
C 0.72 0.02 0.05
C 1.29 1.05 -0.89
N 1.61 -1.43 -0.05
C -0.63 -0.37 -0.46
C -1.72 -0.83 0.46
C -2.64 0.11 0.14
C -1.82 0.98 -0.78
H 1.81 0.85 1.94
H 0.72 -0.65 2.20
H 0.00 0.94 1.81
H 2.37 0.96 -0.84
H 1.07 0.80 -1.93
H 0.83 2.05 -0.78
H 2.37 -1.37 0.60
H 1.93 -1.60 -1.08
H 0.91 -2.23 0.13
H -0.60 -1.02 -1.33
H -1.85 -1.63 1.13
H -3.59 0.23 0.58
H -2.14 0.94 -1.78
H -1.49 1.95 -0.67
```

* total charge: +1
* energy relative to the best compared isomer or geometry (same formula, charge and spin): 53.2 kcal/mol
* frontier orbital gap: 9.73 eV
* electronic energy: -8966.7722 eV
* SMILES: CC(C)([NH3+])[C@H]1C=CC1


Record 2
DFT (wB97M-V/def2-TZVPD) results for C13H31MgNOSbSe2 as an isolated structure.

Structure (XYZ):
```
50
Properties=species:S:1:pos:R:3
Mg -0.06 -0.16 -0.21
C 3.31 -2.27 2.12
Se 1.54 -2.11 1.34
C 0.60 -1.67 2.99
C 0.83 -0.24 3.45
Se -0.26 0.99 2.41
C 0.54 2.63 3.05
H 3.29 -3.10 2.82
H 3.61 -1.35 2.61
H 4.00 -2.50 1.31
H 0.97 -2.37 3.74
H -0.45 -1.90 2.82
H 1.86 0.06 3.33
H 0.54 -0.12 4.49
H 1.61 2.63 2.85
H 0.34 2.71 4.11
H 0.07 3.45 2.52
N -3.62 1.41 -1.27
C -2.61 0.71 -0.78
O -1.45 1.21 -0.80
C -2.87 -0.65 -0.18
C -1.63 -1.57 -0.26
H -3.47 2.34 -1.62
H -4.56 1.03 -1.25
H -3.78 -1.06 -0.63
H -3.12 -0.45 0.87
H -1.63 -2.11 -1.21
H -1.69 -2.34 0.51
C 4.25 1.55 -3.94
C 3.88 0.55 -2.85
Sb 2.02 0.96 -1.89
C 0.96 2.11 -3.36
C 1.34 3.58 -3.48
C 2.57 2.49 -0.48
C 3.77 3.36 -0.85
H 5.18 1.23 -4.43
H 4.42 2.55 -3.55
H 3.49 1.61 -4.72
H 4.62 0.53 -2.05
H 3.81 -0.46 -3.24
H -0.09 2.00 -3.07
H 1.08 1.58 -4.31
H 1.23 4.11 -2.53
H 0.70 4.08 -4.21
H 2.37 3.72 -3.81
H 2.75 1.95 0.46
H 1.67 3.08 -0.33
H 4.67 2.77 -1.00
H 3.98 4.08 -0.05
H 3.59 3.93 -1.76
```

* total charge: +1
* energy relative to the best compared isomer or geometry (same formula, charge and spin): 7.1 kcal/mol
* frontier orbital gap: 8.97 eV
* electronic energy: -160191.8151 eV


Record 3
DFT (wB97M-V/def2-TZVPD) results for one molecule with the formula C20H16Cl3N3O2 in a non-equilibrium geometry.

Structure (XYZ):
```
44
Properties=species:S:1:pos:R:3
O -1.51 -2.73 -1.50
C -1.28 -2.02 -0.54
N -1.00 -0.69 -0.70
C -0.70 0.00 -1.90
C -0.22 -0.65 -3.05
C 0.03 0.04 -4.24
C 0.52 -0.67 -5.45
C 0.75 0.01 -6.65
N 0.55 1.41 -6.62
C 0.14 2.10 -5.52
O 0.11 3.33 -5.60
C -0.20 1.40 -4.28
C -0.70 2.06 -3.17
C -0.97 1.37 -1.98
Cl -1.54 2.25 -0.54
C -1.26 -2.67 0.89
C -1.34 -4.18 0.92
N -0.05 -4.66 1.45
C 0.44 -3.58 2.35
C 0.03 -2.30 1.66
C -0.12 -1.05 2.60
C -0.99 -1.10 3.71
C -1.13 0.00 4.58
C -0.49 1.20 4.30
Cl -0.79 2.56 5.39
C 0.38 1.26 3.17
C 0.57 0.17 2.33
Cl 1.64 0.33 0.93
H -0.96 -0.13 0.16
H -0.07 -1.73 -3.13
H 0.69 -1.76 -5.41
H 1.13 -0.51 -7.56
H 0.84 2.02 -7.37
H -0.92 3.13 -3.20
H -2.10 -2.27 1.43
H -2.16 -4.49 1.60
H -1.52 -4.67 -0.07
H 0.58 -4.86 0.70
H 1.53 -3.62 2.48
H -0.03 -3.66 3.37
H 0.82 -2.16 0.94
H -1.58 -1.99 3.90
H -1.79 -0.05 5.45
H 0.90 2.18 2.97
```

* energy relative to the best compared isomer or geometry (same formula, charge and spin): 0.0 kcal/mol
* frontier orbital gap: 8.67 eV
* electronic energy: -67133.4229 eV
* SMILES: O=C(Nc1cc2cc[nH]c(=O)c2cc1Cl)[C@H]1CNC[C@@H]1c1ccc(Cl)cc1Cl


Record 4
DFT (wB97M-V/def2-TZVPD) results for a 2-piece molecular cluster, C3H10N2 overall in a non-equilibrium geometry.

Structure (XYZ):
```
15
Properties=species:S:1:pos:R:3
C -2.39 0.14 2.47
N -1.66 -0.87 2.78
H -2.76 0.90 3.15
H -2.77 0.18 1.44
H -1.55 -1.46 1.96
C 1.83 0.26 -0.19
C 1.25 0.25 -1.64
N -0.11 -0.31 -1.76
H 1.06 0.80 0.39
H 2.64 0.99 -0.29
H 2.09 -0.66 0.33
H 1.93 -0.23 -2.36
H 1.04 1.33 -1.74
H -0.47 -0.01 -2.67
H -0.11 -1.32 -1.87
```

* multiplicity: 2
* total charge: -1
* ⟨S²⟩: 0.75
* energy relative to the best compared isomer or geometry (same formula, charge and spin): 34.8 kcal/mol
* frontier orbital gap (alpha / beta): 2.65 / 9.20 eV
* electronic energy: -6250.4962 eV


Record 5
DFT (wB97M-V/def2-TZVPD) results for an isolated ion of composition C5H12N and charge +1 in a non-equilibrium geometry.

Structure (XYZ):
```
18
Properties=species:S:1:pos:R:3
C 2.21 -1.44 -0.76
C 0.96 -1.57 -0.36
C 0.49 -0.41 0.47
C -0.59 0.38 -0.25
C -1.98 0.07 0.44
N -0.32 1.86 -0.06
H 2.79 -1.79 -1.57
H 2.86 -0.56 -0.47
H 0.25 -2.43 -0.59
H 0.25 -0.88 1.49
H 1.17 0.24 0.91
H -0.74 0.28 -1.32
H -1.90 0.22 1.60
H -2.83 0.33 -0.05
H -1.95 -1.08 0.61
H 0.73 2.01 -0.01
H -0.74 2.17 0.77
H -0.66 2.60 -0.85
```

* total charge: +1
* energy relative to the best compared isomer or geometry (same formula, charge and spin): 72.9 kcal/mol
* frontier orbital gap: 9.69 eV
* electronic energy: -6860.3951 eV
* SMILES: C=CC[C@@H](C)[NH3+]


Record 6
DFT (wB97M-V/def2-TZVPD) results for one molecule with the formula C26H31NO6.

Structure (XYZ):
```
64
Properties=species:S:1:pos:R:3
C -6.94 -1.91 1.40
C -6.02 -1.47 2.53
C -4.56 -1.46 2.11
O -4.37 -0.40 1.20
C -3.14 -0.20 0.63
C -2.03 -0.97 0.95
C -0.79 -0.72 0.38
C -0.63 0.31 -0.54
C 0.71 0.64 -1.16
C 1.47 1.56 -0.24
C 2.33 1.05 0.66
C 3.05 1.92 1.66
C 3.20 3.33 1.11
C 1.84 3.87 0.70
C 1.19 2.99 -0.35
O 0.48 3.44 -1.22
N 2.64 -0.31 0.66
C 3.17 -0.95 1.84
C 4.70 -1.17 1.81
O 5.26 -1.85 2.62
O 5.34 -0.54 0.84
C 2.38 -1.06 -0.49
C 1.53 -0.59 -1.43
C 1.34 -1.24 -2.73
O 0.61 -0.78 -3.58
C 2.12 -2.52 -2.96
C 2.38 -3.25 -1.65
C 3.14 -2.34 -0.70
C -1.74 1.07 -0.86
C -3.00 0.84 -0.31
O -3.97 1.71 -0.70
C -5.31 1.28 -0.84
C -5.45 0.14 -1.84
H -6.81 -1.25 0.54
H -7.98 -1.87 1.72
H -6.71 -2.93 1.10
H -6.29 -0.46 2.86
H -6.13 -2.14 3.38
H -4.29 -2.42 1.64
H -3.91 -1.31 2.99
H -2.11 -1.78 1.66
H 0.04 -1.35 0.65
H 0.52 1.16 -2.11
H 4.04 1.52 1.91
H 2.46 1.96 2.59
H 3.65 3.98 1.87
H 3.86 3.32 0.24
H 1.91 4.89 0.30
H 1.17 3.90 1.56
H 2.95 -0.34 2.72
H 2.69 -1.92 2.01
H 4.73 -0.05 0.26
H 1.58 -3.14 -3.67
H 3.07 -2.24 -3.43
H 2.96 -4.16 -1.84
H 1.43 -3.54 -1.21
H 3.31 -2.87 0.24
H 4.12 -2.11 -1.12
H -1.66 1.88 -1.57
H -5.74 1.00 0.13
H -5.83 2.17 -1.21
H -4.97 -0.76 -1.47
H -4.99 0.42 -2.79
H -6.51 -0.07 -2.01
```

* energy relative to the best compared isomer or geometry (same formula, charge and spin): 54.3 kcal/mol
* frontier orbital gap: 8.12 eV
* electronic energy: -41240.5796 eV
* SMILES: CCCOc1ccc(C2C3=C(CCCC3=O)N(CC(=O)O)C3=C2C(=O)CCC3)cc1OCC


Record 7
DFT (wB97M-V/def2-TZVPD) results for a 2-piece molecular cluster, C4H12N3 overall in a non-equilibrium geometry.

Structure (XYZ):
```
19
Properties=species:S:1:pos:R:3
C -1.48 -1.22 0.41
C -0.89 1.46 0.11
C 1.11 -0.02 0.06
C 1.32 -0.22 -1.38
N 0.23 0.84 0.59
N 1.80 -0.74 1.02
N -2.14 -0.17 0.02
H -0.72 -1.48 -0.42
H -1.19 -1.40 1.40
H -1.41 2.01 0.86
H -0.86 1.78 -0.96
H 1.00 0.64 -1.85
H 1.00 -1.11 -1.77
H 2.43 -0.43 -1.61
H 0.43 1.11 1.52
H 2.76 -0.89 0.64
H 1.95 -0.27 1.90
H -2.37 -0.05 -1.01
H -2.98 0.18 0.48
```

* total charge: +1
* energy relative to the best compared isomer or geometry (same formula, charge and spin): 117.6 kcal/mol
* frontier orbital gap (alpha / beta): 7.04 / 7.08 eV
* electronic energy: -8802.6350 eV


Record 8
DFT (wB97M-V/def2-TZVPD) results for C17H14CoNO6 as an isolated structure.

Structure (XYZ):
```
39
Properties=species:S:1:pos:R:3
Co 0.43 -1.65 -2.04
O -2.99 -1.75 0.00
C -2.13 -1.69 -0.85
O -0.93 -2.23 -0.77
C -2.36 -1.02 -2.18
C -3.45 -0.30 -2.64
C -3.36 0.26 -3.92
C -2.21 0.09 -4.70
C -1.18 -0.65 -4.16
N -1.31 -1.17 -2.95
C 0.19 -0.96 -4.71
O 0.52 -0.73 -5.84
O 0.96 -1.56 -3.79
H -4.32 -0.17 -2.01
H -4.18 0.84 -4.31
H -2.12 0.51 -5.69
C 1.31 1.83 5.11
C 1.27 1.21 3.74
C 1.43 -0.15 3.57
C 1.42 -0.75 2.31
C 1.55 -2.25 2.25
C 1.24 0.08 1.18
C 1.07 1.47 1.33
C 0.89 2.43 0.18
C 1.10 2.00 2.61
C 1.18 -0.52 -0.15
O 0.59 0.08 -1.13
O 1.62 -1.68 -0.42
H 1.22 1.07 5.89
H 0.50 2.55 5.24
H 2.25 2.37 5.27
H 1.55 -0.79 4.44
H 1.56 -2.64 3.27
H 2.47 -2.56 1.76
H 0.73 -2.71 1.70
H -0.11 2.35 -0.24
H 1.59 2.26 -0.63
H 1.03 3.45 0.55
H 0.98 3.08 2.73
```

* multiplicity: 5
* ⟨S²⟩: 6.01
* energy relative to the best compared isomer or geometry (same formula, charge and spin): 0.0 kcal/mol
* frontier orbital gap (alpha / beta): 8.68 / 7.26 eV
* electronic energy: -69259.4240 eV


Record 9
DFT (wB97M-V/def2-TZVPD) results for a 5-piece molecular cluster, C31H55N2O15S5 overall in a non-equilibrium geometry.

Structure (XYZ):
```
108
Properties=species:S:1:pos:R:3
C 4.81 -0.29 -1.35
C 3.46 0.65 -1.38
O 2.93 0.79 -2.75
C 1.78 -0.14 -2.97
C 0.44 0.48 -2.23
N -0.78 -0.41 -2.27
C -1.44 -0.16 -3.56
C -2.57 -1.17 -4.12
C -4.07 -0.95 -3.41
C -4.32 -0.01 -2.08
C -5.77 0.19 -1.32
C -7.08 -0.61 -1.92
C -6.84 -1.52 -3.27
C -5.39 -1.72 -4.03
C -0.66 -1.75 -1.71
S 0.49 -1.75 -0.18
C -2.08 -2.34 -1.03
O -2.45 -1.86 0.16
O -2.88 -3.41 -1.70
C -0.09 -2.97 -2.62
C 0.15 -4.47 -1.92
C 0.74 -5.78 -2.69
N 1.11 -5.70 -4.13
C 0.94 -4.37 -4.78
C 0.37 -2.96 -4.20
H 5.10 -0.50 -2.48
H 5.68 0.25 -0.76
H 4.50 -1.32 -0.86
H 2.70 0.15 -0.62
H 3.68 1.74 -0.96
H 2.12 -1.17 -2.50
H 1.64 -0.33 -4.12
H 0.16 1.44 -2.88
H 0.67 0.94 -1.15
H -0.61 -0.03 -4.40
H -1.95 0.92 -3.50
H -2.34 -2.31 -4.10
H -2.76 -0.90 -5.27
H -3.37 0.55 -1.62
H -5.82 0.88 -0.35
H -8.11 -0.49 -1.35
H -7.77 -2.08 -3.72
H -5.34 -2.40 -5.01
H 1.74 -2.34 -0.55
H -0.13 -4.60 -0.78
H 0.84 -6.80 -2.07
H 1.28 -4.33 -5.92
H 0.29 -1.96 -4.80
O 0.10 -4.97 5.07
S 0.29 -3.80 4.24
O 1.39 -3.67 3.32
O 0.24 -2.47 5.19
C 1.11 -2.40 6.31
C 2.52 -2.05 5.89
C -1.22 -3.49 3.35
H 1.09 -3.34 6.87
H 0.73 -1.62 6.97
H 2.98 -2.85 5.30
H 3.16 -1.86 6.76
H 2.53 -1.15 5.25
H -2.06 -3.53 4.05
H -1.33 -4.26 2.59
H -1.15 -2.51 2.88
O -0.99 2.09 0.52
S -1.60 2.08 1.83
O -2.94 2.58 2.06
O -0.59 2.80 2.89
C -0.11 4.10 2.61
C -1.16 5.15 2.91
C -1.50 0.44 2.50
H 0.23 4.17 1.57
H 0.76 4.27 3.25
H -2.01 5.08 2.22
H -0.74 6.16 2.82
H -1.56 5.03 3.92
H -0.47 0.08 2.38
H -2.19 -0.20 1.94
H -1.78 0.46 3.55
O -1.29 5.23 6.07
S -1.90 5.22 7.38
O -3.24 5.72 7.61
O -0.89 5.93 8.44
C -0.41 7.24 8.16
C -1.46 8.29 8.46
C -1.80 3.58 8.05
H -0.07 7.31 7.12
H 0.46 7.41 8.80
H -2.31 8.21 7.77
H -1.04 9.30 8.37
H -1.86 8.17 9.47
H -0.77 3.21 7.93
H -2.49 2.94 7.49
H -2.08 3.60 9.10
O 2.64 -2.69 -6.48
S 4.08 -2.59 -6.65
O 4.94 -2.10 -5.59
O 4.39 -1.75 -8.01
C 3.81 -0.47 -8.18
C 4.54 0.58 -7.37
C 4.70 -4.16 -7.20
H 2.74 -0.49 -7.92
H 3.88 -0.22 -9.24
H 4.41 0.42 -6.30
H 4.17 1.58 -7.61
H 5.62 0.54 -7.57
H 4.08 -4.51 -8.03
H 4.63 -4.86 -6.36
H 5.74 -4.04 -7.50
```

* total charge: -1
* frontier orbital gap: 6.54 eV
* electronic energy: -120888.2407 eV


Record 10
DFT (wB97M-V/def2-TZVPD) results for C32H30Br3N6O2W as an isolated structure.

Structure (XYZ):
```
74
Properties=species:S:1:pos:R:3
W 0.24 0.22 0.92
Br -2.10 1.40 -6.63
C -1.25 0.78 -5.09
C -0.49 -0.38 -5.11
C 0.14 -0.83 -3.95
C 0.00 -0.11 -2.79
O 0.62 -0.58 -1.58
C -0.76 1.06 -2.72
C -0.95 1.94 -1.58
N -0.74 1.73 -0.33
C -0.92 2.86 0.55
C -2.01 3.68 0.58
C -1.99 4.81 1.43
C -0.89 5.10 2.18
C 0.24 4.25 2.16
C 1.43 4.48 2.89
C 2.46 3.58 2.80
C 2.29 2.41 2.04
N 1.20 2.16 1.34
C 0.20 3.11 1.36
C -1.37 1.49 -3.90
H -0.39 -0.94 -6.03
H 0.73 -1.73 -4.01
H -1.33 2.93 -1.85
H -2.87 3.48 -0.04
H -2.86 5.45 1.46
H -0.88 5.99 2.81
H 1.53 5.36 3.51
H 3.39 3.73 3.33
H 3.05 1.65 2.05
H -1.94 2.41 -3.89
O 4.96 -2.40 2.42
C 3.70 -2.19 2.07
C 2.69 -3.16 2.21
C 1.41 -2.85 1.82
N 1.15 -1.65 1.26
C 2.08 -0.71 1.18
Br -0.09 0.36 3.38
C 3.39 -0.92 1.55
H 5.09 -3.25 2.85
H 2.90 -4.12 2.65
H 0.60 -3.56 1.95
H 4.17 -0.17 1.49
Br 2.77 1.45 -2.06
C 2.93 -0.39 -2.05
C 4.14 -1.02 -2.29
C 4.21 -2.40 -2.24
C 3.07 -3.16 -1.96
C 1.88 -2.51 -1.75
N 1.85 -1.16 -1.81
H 5.00 -0.41 -2.50
H 5.16 -2.89 -2.43
H 3.10 -4.24 -1.92
H 0.94 -2.99 -1.54
C -2.89 0.16 1.27
C -4.25 -0.55 1.40
N -4.20 -1.86 0.78
C -3.69 -1.74 -0.58
C -2.22 -1.26 -0.56
N -1.83 -0.82 0.82
C -1.92 -2.05 1.69
C -3.31 -2.71 1.55
H -2.56 0.60 2.21
H -2.93 0.94 0.52
H -5.03 0.05 0.92
H -4.53 -0.67 2.45
H -4.32 -1.04 -1.12
H -3.77 -2.70 -1.08
H -2.07 -0.43 -1.24
H -1.53 -2.06 -0.85
H -1.69 -1.75 2.70
H -1.14 -2.73 1.34
H -3.75 -2.88 2.54
H -3.24 -3.68 1.06
```

* multiplicity: 3
* total charge: +3
* ⟨S²⟩: 2.02
* energy relative to the best compared isomer or geometry (same formula, charge and spin): 78.7 kcal/mol
* frontier orbital gap (alpha / beta): 6.32 / 6.38 eV
* electronic energy: -258633.6201 eV